## w
Formula: C17H21N5O2S
Source: the Open Molecules 2025 dataset
Level of theory: wB97M-V/def2-TZVPD

Results
Structure (SMILES): Cc1cccc(C(=O)N[C@H](C)/C=C/C(=O)N[C@H](C)c2nncs2)c1N
Lowest unoccupied orbital energy (eV): 0.61
Frontier orbital gap (eV): 8.6
M (g mol⁻¹): 359.455

The geometry in ORCA input format:
```
! wB97M-V def2-TZVPD RIJCOSX def2/J DEFGRID3
* xyz 0 1
C -0.372 -4.128 5.122
C 0.194 -4.189 3.732
C 0.364 -5.397 3.084
C 0.889 -5.474 1.798
C 1.231 -4.305 1.152
C 1.063 -3.061 1.764
C 1.436 -1.809 1.044
O 1.816 -0.795 1.621
N 1.333 -1.856 -0.313
C 1.613 -0.714 -1.185
C 3.065 -0.252 -1.078
C 0.657 0.419 -0.930
C -0.095 0.969 -1.872
C -0.995 2.110 -1.557
O -1.138 2.567 -0.435
N -1.673 2.618 -2.626
C -2.495 3.812 -2.484
C -3.529 3.868 -3.596
C -1.627 5.048 -2.463
N -1.495 5.837 -3.481
N -0.626 6.864 -3.254
C -0.132 6.820 -2.059
S -0.673 5.506 -1.104
C 0.560 -2.994 3.077
N 0.368 -1.788 3.708
H 0.345 -3.704 5.832
H -1.273 -3.510 5.159
H -0.633 -5.124 5.475
H 0.086 -6.307 3.604
H 1.036 -6.432 1.320
H 1.672 -4.353 0.164
H 0.792 -2.608 -0.703
H 1.446 -1.081 -2.200
H 3.262 0.512 -1.830
H 3.267 0.163 -0.093
H 3.736 -1.094 -1.249
H 0.606 0.806 0.082
H -0.069 0.605 -2.896
H -1.390 2.354 -3.556
H -2.988 3.723 -1.516
H -4.167 4.742 -3.477
H -3.051 3.946 -4.572
H -4.146 2.970 -3.563
H 0.575 7.553 -1.700
H 0.918 -1.022 3.348
H 0.238 -1.812 4.703
*
```


## x
Formula: C17H21N5O2S
Source: the Open Molecules 2025 dataset
Level of theory: wB97M-V/def2-TZVPD

Results
Structure (SMILES): Cc1cccc(C(=O)N[C@H](C)/C=C/C(=O)N[C@H](C)c2nncs2)c1N
Lowest unoccupied orbital energy (eV): 0.54
Frontier orbital gap (eV): 9.0
M (g mol⁻¹): 359.455

The geometry in ORCA input format:
```
! wB97M-V def2-TZVPD RIJCOSX def2/J DEFGRID3
* xyz 0 1
C -1.636 6.069 1.572
C -2.413 4.899 1.041
C -3.643 5.082 0.423
C -4.388 4.009 -0.043
C -3.893 2.726 0.106
C -2.653 2.516 0.704
C -2.156 1.118 0.904
O -1.647 0.738 1.949
N -2.327 0.293 -0.165
C -1.875 -1.100 -0.194
C -2.560 -1.951 0.875
C -0.377 -1.180 -0.084
C 0.393 -1.792 -0.973
C 1.867 -1.849 -0.787
O 2.455 -1.282 0.120
N 2.533 -2.586 -1.718
C 3.973 -2.784 -1.630
C 4.543 -3.078 -3.007
C 4.303 -3.876 -0.640
N 4.807 -5.017 -0.985
N 4.998 -5.861 0.073
C 4.635 -5.320 1.189
S 4.016 -3.728 1.056
C -1.891 3.601 1.160
N -0.688 3.412 1.861
H -1.298 5.869 2.589
H -0.742 6.261 0.974
H -2.245 6.971 1.563
H -4.038 6.087 0.335
H -5.357 4.171 -0.497
H -4.485 1.878 -0.216
H -2.578 0.722 -1.038
H -2.169 -1.478 -1.175
H -2.286 -2.997 0.737
H -2.261 -1.634 1.871
H -3.643 -1.858 0.786
H 0.077 -0.717 0.785
H -0.033 -2.267 -1.852
H 2.015 -3.166 -2.357
H 4.381 -1.848 -1.247
H 5.622 -3.206 -2.952
H 4.129 -4.001 -3.415
H 4.313 -2.249 -3.675
H 4.714 -5.836 2.134
H -0.665 2.591 2.443
H 0.173 3.647 1.398
*
```


w is favored, and the nearest alternative lies 6.9 kcal/mol above it.


## w
Formula: C23H22IN4O4Ru
Source: the Open Molecules 2025 dataset
Level of theory: wB97M-V/def2-TZVPD

Results
<S²>: 0.759
Lowest unoccupied orbital energy (spin up / spin down) (eV): -0.12 / -0.50
Frontier orbital gap (spin up / spin down) (eV): 7.9 / 7.8
M (g mol⁻¹): 646.427

The geometry in ORCA input format:
```
! wB97M-V def2-TZVPD RIJCOSX def2/J DEFGRID3
* xyz 0 2
Ru 0.023 0.368 1.282
O 3.954 0.921 2.813
C 3.004 0.874 2.051
O 1.781 1.093 2.340
C 3.251 0.584 0.584
C 4.597 0.568 0.152
C 4.859 0.388 -1.164
C 3.774 0.240 -2.060
C 3.987 0.075 -3.448
C 2.935 -0.050 -4.308
C 1.622 -0.012 -3.799
C 1.396 0.141 -2.460
C 2.459 0.269 -1.541
N 2.208 0.427 -0.192
H 5.360 0.700 0.904
H 5.873 0.362 -1.545
H 5.007 0.054 -3.812
H 3.103 -0.175 -5.369
H 0.780 -0.102 -4.472
H 0.389 0.168 -2.092
I -0.861 2.218 -0.427
C -1.843 0.672 -1.430
C -2.689 1.012 -2.443
C -3.237 -0.012 -3.245
C -2.863 -1.307 -3.034
C -1.954 -1.654 -2.005
C -1.494 -2.985 -1.862
C -0.551 -3.285 -0.926
C -0.067 -2.296 -0.042
C -0.520 -1.001 -0.088
C -1.446 -0.655 -1.131
H -2.929 2.047 -2.645
H -3.918 0.245 -4.045
H -3.244 -2.096 -3.671
H -1.888 -3.747 -2.522
H -0.185 -4.300 -0.837
H 0.654 -2.572 0.716
N -0.384 1.803 3.278
C -1.521 1.791 4.191
C -2.807 1.785 3.387
C -3.041 0.412 2.786
N -2.140 0.071 1.649
H 0.493 1.554 3.725
H -0.247 2.737 2.906
H -1.492 2.632 4.891
H -1.464 0.871 4.777
H -2.762 2.550 2.603
H -3.654 2.034 4.028
H -4.066 0.321 2.417
H -2.887 -0.340 3.551
H -2.542 0.509 0.826
H -2.203 -0.931 1.499
O -1.212 -1.868 3.396
N 0.000 -1.918 3.360
O 0.601 -1.193 2.499
*
```


## x
Formula: C23H22IN4O4Ru
Source: the Open Molecules 2025 dataset
Level of theory: wB97M-V/def2-TZVPD

Results
<S²>: 1.090
Lowest unoccupied orbital energy (spin up / spin down) (eV): -1.37 / -0.74
Frontier orbital gap (spin up / spin down) (eV): 6.1 / 6.8
M (g mol⁻¹): 646.427

The geometry in ORCA input format:
```
! wB97M-V def2-TZVPD RIJCOSX def2/J DEFGRID3
* xyz 0 2
Ru -0.286 0.044 0.665
O 1.429 -0.444 4.428
C 1.211 -0.081 3.289
O 0.094 0.313 2.799
C 2.366 -0.021 2.301
C 3.689 0.011 2.765
C 4.708 0.101 1.864
C 4.411 0.129 0.483
C 5.402 0.199 -0.518
C 5.068 0.199 -1.844
C 3.717 0.152 -2.226
C 2.732 0.089 -1.279
C 3.047 0.060 0.095
N 2.049 0.004 1.024
H 3.849 -0.048 3.832
H 5.740 0.143 2.188
H 6.440 0.243 -0.214
H 5.839 0.222 -2.602
H 3.455 0.164 -3.276
H 1.688 0.044 -1.555
I -2.487 1.871 1.320
C -3.802 0.257 0.848
C -5.127 0.519 0.662
C -6.003 -0.550 0.399
C -5.532 -1.832 0.385
C -4.166 -2.113 0.617
C -3.680 -3.436 0.674
C -2.369 -3.684 0.965
C -1.463 -2.618 1.131
C -1.868 -1.317 0.983
C -3.247 -1.038 0.808
H -5.501 1.532 0.716
H -7.050 -0.344 0.224
H -6.204 -2.660 0.197
H -4.379 -4.245 0.507
H -2.002 -4.699 1.036
H -0.432 -2.857 1.360
N -1.141 0.493 -1.675
C -1.297 1.775 -2.370
C -0.039 2.636 -2.316
C 0.179 3.312 -0.969
N 0.669 2.351 0.023
H -0.535 -0.130 -2.202
H -2.042 0.029 -1.611
H -2.115 2.317 -1.892
H -1.561 1.615 -3.422
H -0.135 3.411 -3.079
H 0.838 2.028 -2.556
H -0.760 3.740 -0.612
H 0.891 4.136 -1.097
H 0.639 2.756 0.954
H 1.641 2.138 -0.178
O 2.141 -2.549 -0.302
N 1.032 -2.676 -0.774
O 0.260 -1.691 -0.972
*
```


w is favored, and the nearest alternative lies 36.4 kcal/mol above it.


## w
Formula: C2FNO2S
Source: the Open Molecules 2025 dataset
Level of theory: wB97M-V/def2-TZVPD

Results
Structure (SMILES): Fc1noc(=S)o1
Lowest unoccupied orbital energy (eV): 0.09
Frontier orbital gap (eV): 10.1
M (g mol⁻¹): 121.092

The geometry in ORCA input format:
```
! wB97M-V def2-TZVPD RIJCOSX def2/J DEFGRID3
* xyz 0 1
C -1.055 -0.174 0.041
C 1.078 -0.043 0.016
N -0.911 1.074 -0.009
O 0.503 1.168 -0.011
O -0.007 -0.996 -0.002
F -2.257 -0.695 -0.025
S 2.649 -0.334 -0.010
*
```


## x
Formula: C2FNO2S
Source: the Open Molecules 2025 dataset
Level of theory: wB97M-V/def2-TZVPD

Results
Structure (SMILES): Fc1noc(=S)o1
Lowest unoccupied orbital energy (eV): -0.64
Frontier orbital gap (eV): 9.1
M (g mol⁻¹): 121.092

The geometry in ORCA input format:
```
! wB97M-V def2-TZVPD RIJCOSX def2/J DEFGRID3
* xyz 0 1
C 1.069 -0.165 -0.030
C -1.052 0.045 0.185
N 0.938 1.067 -0.199
O -0.479 1.317 0.099
O -0.049 -0.906 0.110
F 2.257 -0.909 -0.058
S -2.684 -0.449 -0.107
*
```


w is favored, and the nearest alternative lies 18.9 kcal/mol above it.


## w
Formula: C7H11NOS
Source: the Open Molecules 2025 dataset
Level of theory: wB97M-V/def2-TZVPD

Results
Structure (SMILES): N#CC1=CCCC1.CSO
Lowest unoccupied orbital energy (eV): 0.62
Frontier orbital gap (eV): 9.2
M (g mol⁻¹): 157.238

The geometry in ORCA input format:
```
! wB97M-V def2-TZVPD RIJCOSX def2/J DEFGRID3
* xyz 0 1
C -1.293 -0.949 -0.828
C 0.071 -0.266 2.567
C 0.990 -1.341 1.972
C -1.101 -0.259 1.597
C 0.736 -1.303 0.465
C -0.665 -0.800 0.434
C 0.388 1.431 -3.208
N -1.936 -1.067 -1.773
O -0.461 2.208 -0.813
S 0.029 2.896 -2.237
H -0.350 -0.378 3.540
H 0.395 0.693 2.695
H 2.002 -1.070 2.344
H 0.849 -2.306 2.451
H -1.337 2.324 -0.540
H -2.044 0.102 1.811
H 1.299 -0.670 -0.280
H 0.958 -2.332 0.148
H -0.397 0.854 -3.710
H 0.866 0.559 -2.639
H 1.002 1.672 -3.996
*
```


## x
Formula: C7H11NOS
Source: the Open Molecules 2025 dataset
Level of theory: wB97M-V/def2-TZVPD

Results
Structure (SMILES): N#CC1=CCCC1.CSO
Lowest unoccupied orbital energy (eV): 0.39
Frontier orbital gap (eV): 9.1
M (g mol⁻¹): 157.238

The geometry in ORCA input format:
```
! wB97M-V def2-TZVPD RIJCOSX def2/J DEFGRID3
* xyz 0 1
C -0.448 2.220 0.230
C -1.476 -1.293 -0.193
C -2.894 -0.598 0.118
C -0.616 -0.113 -0.553
C -2.441 0.683 0.738
C -1.146 0.943 0.036
C 3.811 0.560 -0.638
N 0.137 3.125 0.669
O 2.469 -1.855 0.203
S 3.882 -1.008 0.481
H -1.042 -1.882 0.599
H -1.757 -2.100 -0.954
H -3.425 -0.499 -0.810
H -3.467 -1.030 0.871
H 1.719 -1.192 0.430
H 0.329 -0.333 -0.935
H -3.053 1.549 0.568
H -2.122 0.459 1.814
H 3.301 0.150 -1.542
H 4.916 0.867 -0.871
H 3.324 1.347 -0.261
*
```


w is favored, and the nearest alternative lies 6.0 kcal/mol above it.


## w
Formula: C4H9NOS2
Source: the Open Molecules 2025 dataset
Level of theory: wB97M-V/def2-TZVPD

Results
Structure (SMILES): CC(=O)NCCSS
Lowest unoccupied orbital energy (eV): 0.45
Frontier orbital gap (eV): 9.6
M (g mol⁻¹): 151.256

The geometry in ORCA input format:
```
! wB97M-V def2-TZVPD RIJCOSX def2/J DEFGRID3
* xyz 0 1
S 0.533 1.476 4.089
S 1.186 1.085 2.283
C -0.050 0.792 0.986
C 0.065 -0.768 0.490
N 0.894 -0.793 -0.696
C 0.396 -0.785 -1.965
C -1.077 -0.411 -2.248
O 1.254 -1.049 -2.939
H 0.548 2.813 4.265
H 0.139 1.407 0.145
H -1.095 1.031 1.267
H -0.975 -1.157 0.427
H 0.484 -1.446 1.353
H 1.939 -0.899 -0.457
H -1.170 0.570 -2.590
H -1.669 -0.625 -1.381
H -1.402 -1.243 -3.028
*
```


## x
Formula: C4H9NOS2
Source: the Open Molecules 2025 dataset
Level of theory: wB97M-V/def2-TZVPD

Results
Lowest unoccupied orbital energy (eV): 0.52
Frontier orbital gap (eV): 9.1
M (g mol⁻¹): 151.256

The geometry in ORCA input format:
```
! wB97M-V def2-TZVPD RIJCOSX def2/J DEFGRID3
* xyz 0 1
C 2.335 0.465 -1.752
C 0.436 -0.817 -0.459
C 0.528 1.152 0.534
C -1.567 0.582 2.393
H 2.270 1.751 -1.446
H 2.461 0.235 -3.006
H 3.442 0.052 -1.055
H 1.018 -0.789 -2.485
H 0.854 1.582 -0.445
H 1.009 1.537 1.501
H -1.199 1.423 3.361
H -1.110 -0.571 2.597
H -2.660 0.723 2.441
N 1.068 -0.296 -1.621
O 0.755 -0.269 0.690
S -0.572 -2.027 -0.654
S -1.302 1.401 0.658
*
```


w is favored, and the nearest alternative lies 84.3 kcal/mol above it.


## w
Formula: C8H7NO2
Source: the Open Molecules 2025 dataset
Level of theory: wB97M-V/def2-TZVPD

Results
Structure (SMILES): Cc1ccc2oc(=O)[nH]c2c1
Lowest unoccupied orbital energy (eV): 0.29
Frontier orbital gap (eV): 8.8
M (g mol⁻¹): 149.149

The geometry in ORCA input format:
```
! wB97M-V def2-TZVPD RIJCOSX def2/J DEFGRID3
* xyz 0 1
C 0.644 0.947 2.656
C 0.586 0.531 1.173
C 1.712 0.255 0.243
C 1.600 -0.415 -1.033
C 0.274 -0.549 -1.419
C -1.585 -1.061 -2.609
C -0.867 -0.192 -0.656
C -0.633 0.327 0.667
H 1.643 0.691 3.115
H -0.184 0.534 3.221
H 0.510 2.048 2.909
H 2.738 0.442 0.471
H 2.487 -0.563 -1.617
H -2.987 -0.905 -0.854
H -1.450 0.791 1.377
N -1.996 -0.373 -1.429
O -0.129 -1.162 -2.759
O -2.363 -1.346 -3.457
*
```


## x
Formula: C8H7NO2
Source: the Open Molecules 2025 dataset
Level of theory: wB97M-V/def2-TZVPD

Results
Structure (SMILES): O=CC(=O)Nc1ccccc1
Lowest unoccupied orbital energy (eV): 0.06
Frontier orbital gap (eV): 9.3
M (g mol⁻¹): 149.149

The geometry in ORCA input format:
```
! wB97M-V def2-TZVPD RIJCOSX def2/J DEFGRID3
* xyz 0 1
C -0.118 -0.931 2.358
C 0.571 0.341 2.144
C 0.121 0.316 -0.370
C -0.661 1.223 -1.082
C -1.062 0.985 -2.532
C -0.378 -0.110 -3.188
C 0.074 -1.129 -2.423
C 0.537 -0.840 -1.194
H 0.229 -1.365 3.291
H 1.493 1.549 0.609
H -1.003 2.130 -0.630
H -1.519 1.924 -3.002
H -0.517 -0.230 -4.286
H 0.178 -1.993 -2.907
H 1.104 -1.658 -0.752
N 0.835 0.667 0.831
O -1.005 -1.440 1.765
O 0.964 0.920 3.183
*
```


w is favored, and the nearest alternative lies 16.1 kcal/mol above it.